# CH12O4S2

A 5-piece molecular cluster, CH12O4S2 overall (ωB97M-V with the def2-TZVPD basis set, the OMol25 dataset).

Atoms and positions in Å:
C1 0.18836 1.43579 0.60192
S1 1.92254 1.62052 1.18006
S2 2.84280 1.06636 -0.60320
H1 -0.34307 0.52019 0.55275
H2 -0.42988 2.03022 1.32085
H3 -0.10882 1.79255 -0.53823
H4 2.06487 2.06946 -1.24419
H5 2.30009 -0.71418 -2.06929
H6 3.22933 -1.89882 -2.34839
O1 2.33075 -1.64330 -2.61052
H7 1.29902 -1.02722 1.32429
H8 1.67086 -1.58072 0.04819
O2 1.45552 -1.96822 0.89744
H9 -4.11266 -0.96533 2.21301
H10 -4.53528 0.49049 2.07448
O3 -4.07128 -0.20276 1.63246
H11 -1.25265 -0.84981 -0.93202
H12 -2.54263 -0.05195 -0.36102
O4 -1.90788 -0.12326 -1.13858

Forces on atoms 1 to 2 (eV/Å):
C -1.334 3.489 -1.506
S -0.988 -1.446 -1.998

Calculated values
energy above the lowest of the compared OMol25 structures with the same formula, charge and spin	291.3	kJ/mol
expectation value of S²	0.75
calculated total energy	-31081.445	eV
HOMO energy (alpha / beta)	-14.62 / -14.62	eV
multiplicity	2
total charge	+1